The following is a quantum chemistry calculation of a structure of composition C19H29BCdClN5O5S, from OMol25.

The LUMO energy is 0.01037 Ha. The value obtained for the HOMO energy is -9.1 eV. As for the charge: 0. The calculation puts the frontier orbital gap at 9.43 eV. The largest force on an atom comes out at 0.04864 hartree/bohr. The value obtained for the energy above the lowest of the compared OMol25 structures with the same formula, charge and spin is 0.210 eV. For the total energy, the calculation gives -66453.0732 eV.

Geometry (Å):
Cd (0.648, -0.283, 0.484)
Cl (3.085, -1.400, 1.363)
S (1.312, 1.389, -2.994)
O (4.338, -1.897, 0.960)
O (2.923, -1.503, 2.773)
O (1.836, 0.805, -1.738)
O (2.957, -0.023, 0.991)
O (2.028, -2.144, 0.740)
N (0.616, 0.548, 2.628)
N (-0.685, -1.710, 1.977)
N (-1.746, 0.698, 0.849)
N (0.725, 2.044, 0.416)
N (-0.371, -1.187, -1.054)
C (-2.115, -1.440, 1.954)
C (0.939, 1.456, 5.199)
C (0.357, -0.257, 3.646)
C (-2.423, 0.063, 1.963)
C (2.739, 1.402, -4.163)
C (-1.686, 2.144, 0.858)
C (1.277, 2.635, 1.620)
C (-0.532, 2.607, -0.039)
C (-0.859, 0.329, -4.319)
C (-1.228, -1.857, -1.461)
C (0.521, 0.159, 4.963)
C (1.161, 2.302, 4.125)
C (-1.018, -1.951, -5.041)
C (0.405, 0.062, -3.822)
C (-0.078, -1.654, 3.297)
C (-1.575, -0.687, -4.929)
C (0.949, -1.208, -3.885)
C (0.234, -2.214, -4.509)
C (0.995, 1.796, 2.842)
B (-2.482, -2.665, -1.849)
H (0.660, -3.203, -4.575)
H (2.365, 2.689, 1.521)
H (1.415, 2.039, -0.331)
H (-3.310, -1.854, -2.176)
H (-2.627, -1.908, 2.814)
H (-1.576, -2.740, -5.523)
H (-2.528, -1.862, 1.034)
H (1.470, 3.325, 4.274)
H (-3.518, 0.192, 1.922)
H (-2.799, -3.227, -0.829)
H (-1.283, 1.318, -4.210)
H (-2.242, -3.433, -2.732)
H (2.419, 1.863, -5.089)
H (3.531, 1.988, -3.708)
H (0.340, -0.523, 5.778)
H (-2.565, -0.488, -5.314)
H (1.904, -1.415, -3.421)
H (-2.621, 2.615, 0.520)
H (1.088, 1.808, 6.208)
H (-2.070, 0.520, 2.892)
H (-0.714, 2.244, -1.054)
H (-0.503, 3.711, -0.049)
H (0.839, -2.254, 3.293)
H (-1.498, 2.477, 1.880)
H (3.078, 0.390, -4.348)
H (-2.154, 0.365, -0.021)
H (-0.496, -2.605, 1.537)
H (0.894, 3.655, 1.777)
H (-0.746, -2.047, 4.081)

Here are the natural (NBO) charges for atoms 1 to 2, given in e: 1.728 2.590

The following is a quantum chemistry calculation of a structure of composition C19H29BN9OPb, from OMol25.

The LUMO energy is -0.46477 Ha. The value obtained for the HOMO energy is -17.9 eV. As for the charge: +3. The calculation puts the frontier orbital gap at 5.29 eV. The largest force on an atom comes out at 0.04753 hartree/bohr. The value obtained for the energy above the lowest of the compared OMol25 structures with the same formula, charge and spin is 0.000 eV. For the total energy, the calculation gives -41527.8436 eV.

Geometry (Å):
Pb (0.789, -0.965, 0.803)
O (0.552, 1.002, 2.338)
N (-1.492, -0.493, 0.274)
N (1.596, 0.870, -0.676)
N (0.712, -2.551, -1.450)
N (-0.232, -4.796, 0.623)
N (0.387, -3.859, -1.694)
N (1.294, 2.262, -2.290)
N (2.316, 2.690, -1.542)
N (0.867, 1.180, -1.773)
N (0.117, -3.756, 1.435)
C (-2.415, -0.425, 1.256)
C (-4.143, -0.015, -0.355)
C (1.015, -3.032, -3.660)
C (2.366, 5.155, -1.146)
C (-1.947, -0.505, 2.682)
C (3.014, 3.958, -1.843)
C (2.360, 4.995, 0.371)
C (-0.686, -5.890, 1.395)
C (-1.718, 0.889, 3.281)
C (-0.609, -5.527, 2.685)
C (-1.875, -0.308, -1.004)
C (1.083, -2.064, -2.614)
C (0.571, -4.149, -3.059)
C (-0.096, -4.187, 2.654)
C (0.974, 5.454, -1.689)
C (-0.710, 1.710, 2.501)
C (-3.183, -0.065, -1.358)
C (-3.749, -0.193, 0.960)
C (2.497, 1.829, -0.547)
B (-0.063, -4.835, -0.773)
H (2.985, 4.054, -2.927)
H (-0.890, -5.612, -1.319)
H (1.382, -1.031, -2.696)
H (0.133, -3.560, 3.503)
H (-3.441, 0.086, -2.396)
H (-1.097, -0.325, -1.752)
H (-1.004, -6.805, 0.920)
H (0.259, 4.678, -1.404)
H (2.028, 5.918, 0.844)
H (4.048, 3.820, -1.528)
H (3.259, 1.916, 0.209)
H (-0.520, 2.672, 2.976)
H (-2.681, -1.042, 3.283)
H (-1.414, 0.788, 4.324)
H (3.024, 5.993, -1.395)
H (1.265, -2.889, -4.697)
H (0.338, -5.986, -1.102)
H (-0.864, -6.105, 3.556)
H (-2.660, 1.443, 3.287)
H (1.665, 4.210, 0.687)
H (-1.020, -1.087, 2.739)
H (0.972, 5.534, -2.776)
H (-1.053, 1.905, 1.485)
H (-4.469, -0.144, 1.766)
H (1.016, 0.992, 3.186)
H (3.353, 4.767, 0.765)
H (-5.182, 0.169, -0.595)
H (0.611, 6.398, -1.285)
H (0.364, -5.136, -3.443)

Here are the natural (NBO) charges for atoms 1 to 2, given in e: 1.515 -0.797

The following is a quantum chemistry calculation of a structure of composition C19H29BNO, from OMol25.

The LUMO energy is -0.10876 Ha. The value obtained for the HOMO energy is -10.6 eV. As for the charge: +1. The calculation puts the frontier orbital gap at 7.68 eV. The largest force on an atom comes out at 0.06566 hartree/bohr. The value obtained for the energy above the lowest of the compared OMol25 structures with the same formula, charge and spin is 0.764 eV. For the total energy, the calculation gives -24378.7871 eV.

Geometry (Å):
O (2.228, -0.438, 4.722)
N (3.300, -0.391, 10.633)
C (2.462, 0.704, 9.983)
C (1.416, -1.361, 5.442)
C (-0.894, -2.370, 5.216)
C (-2.923, -1.043, 5.024)
C (-2.123, 0.100, 5.023)
C (4.775, 0.602, 14.005)
C (-2.282, -2.279, 5.122)
C (3.365, -1.352, 14.229)
C (-4.412, -0.967, 4.863)
C (1.271, 1.182, 10.776)
C (-0.729, 0.024, 5.127)
C (4.518, 0.660, 12.611)
C (3.651, -0.737, 4.937)
C (4.208, -0.397, 14.800)
C (3.670, -0.290, 12.054)
C (4.342, -0.678, 9.567)
C (5.273, -1.830, 9.865)
C (3.097, -1.257, 12.872)
C (-0.100, -1.218, 5.254)
B (2.412, -1.772, 11.047)
H (4.804, -2.773, 9.581)
H (1.260, -1.490, 10.885)
H (6.159, -1.734, 9.227)
H (4.193, 0.201, 4.746)
H (5.551, -1.866, 10.924)
H (3.878, -1.125, 5.968)
H (1.686, -2.418, 5.259)
H (0.440, 0.489, 10.646)
H (3.722, -0.882, 8.669)
H (4.013, -1.469, 4.168)
H (-0.108, 0.923, 5.077)
H (-4.744, -1.557, 3.998)
H (2.366, -2.021, 12.458)
H (4.918, 0.241, 9.346)
H (-4.935, -1.364, 5.740)
H (-2.901, -3.172, 5.109)
H (2.932, -2.149, 14.843)
H (-2.598, 1.072, 4.918)
H (-0.404, -3.345, 5.243)
H (4.407, -0.453, 15.869)
H (3.118, 1.554, 9.721)
H (0.941, 2.136, 10.349)
H (2.999, -2.723, 10.647)
H (4.969, 1.432, 11.987)
H (1.506, 1.289, 11.840)
H (-4.742, 0.071, 4.744)
H (5.429, 1.350, 14.455)
H (1.668, -1.172, 6.478)
H (2.151, 0.244, 9.025)

Here are the natural (NBO) charges for atoms 1 to 2, given in e: -0.540 -0.435

The following is a quantum chemistry calculation of an isolated molecule of C19H29N3O3, from OMol25.

The LUMO energy is 0.03143 Ha. The value obtained for the HOMO energy is -8.0 eV. As for the charge: 0. The calculation puts the frontier orbital gap at 8.88 eV. The largest force on an atom comes out at 0.01094 hartree/bohr. The value obtained for the energy above the lowest of the compared OMol25 structures with the same formula, charge and spin is 1.833 eV. For the total energy, the calculation gives -30787.7430 eV.

Geometry (Å):
O (-4.439, 0.349, -0.354)
O (-2.970, 1.232, 1.093)
O (-0.102, 0.656, -2.175)
N (1.012, 2.071, -0.807)
N (-1.318, 2.067, -0.874)
N (3.640, -0.420, 0.203)
C (-5.260, -0.098, 0.732)
C (0.150, -1.946, 1.199)
C (-1.772, -1.945, -0.234)
C (1.078, 2.994, 0.305)
C (2.434, -2.586, 0.337)
C (1.326, 2.239, 1.614)
C (-0.974, -2.342, -1.293)
C (-6.335, -1.009, 0.172)
C (-3.321, 0.990, -0.035)
C (2.249, 1.341, -0.990)
C (2.611, 1.423, 1.488)
C (-1.206, -1.742, 1.013)
C (0.961, -2.348, 0.144)
C (0.379, -2.546, -1.103)
C (4.875, 0.176, -0.264)
C (2.511, 0.492, 0.273)
C (-0.127, 1.514, -1.310)
C (3.342, -1.662, -0.493)
C (-2.541, 1.411, -1.263)
H (1.622, -0.129, 0.414)
H (-1.408, -2.495, -2.270)
H (0.484, 1.572, 1.813)
H (-3.168, 2.080, -1.865)
H (2.892, -1.488, -1.483)
H (-5.884, -1.871, -0.311)
H (2.700, -2.467, 1.388)
H (-4.629, -0.620, 1.459)
H (0.587, -1.788, 2.176)
H (0.176, 3.604, 0.352)
H (-6.979, -1.351, 0.978)
H (5.051, 1.110, 0.264)
H (3.457, 2.104, 1.375)
H (-2.831, -1.798, -0.383)
H (1.404, 2.948, 2.441)
H (2.133, 0.705, -1.868)
H (-6.934, -0.475, -0.560)
H (-2.290, 0.535, -1.873)
H (4.885, 0.373, -1.345)
H (3.057, 2.058, -1.160)
H (5.697, -0.502, -0.032)
H (-1.818, -1.419, 1.843)
H (2.652, -3.618, 0.047)
H (1.921, 3.668, 0.113)
H (0.993, -2.864, -1.934)
H (2.778, 0.825, 2.384)
H (-1.352, 2.388, 0.084)
H (-5.696, 0.778, 1.225)
H (4.296, -2.171, -0.647)

Here are the natural (NBO) charges for atoms 1 to 2, given in e: -0.508 -0.619

- Which formula does entry 1 have?
  C19H29BCdClN5O5S